This record from the Open Molecules 2025 dataset describes a cluster of 4 separate species, C29H56N2O17S in total. The level of theory is wB97M-V/def2-TZVPD.

The geometry in XYZ format:
```
105
Properties=species:S:1:pos:R:3:forces:R:3
S -7.69583 1.08483 -2.10035 -2.6 -3.5 6.0
O -0.79208 0.01755 -0.40197 -1.2 -0.8 0.3
O -8.51102 2.49925 -2.44740 1.2 -1.2 -0.5
O 0.43539 -3.81465 8.40330 0.1 -0.5 -0.1
O -0.82845 -5.55075 7.65924 0.5 0.0 0.3
O 7.48712 -0.12976 0.30302 -0.4 0.1 -0.2
O 5.33003 5.21574 -4.92066 -0.1 -0.5 0.1
O -4.55836 -2.84772 2.53985 2.6 0.4 -0.1
O 5.91028 0.69274 -1.10868 -0.1 -0.2 0.3
O -0.33044 -2.15552 -1.99878 1.2 1.5 -0.7
O 4.64391 3.45056 -3.85153 0.1 0.2 -0.3
O -7.35065 1.11383 -0.62010 0.0 1.0 -4.3
O 1.33280 -5.78438 7.71472 -0.3 0.1 0.1
O 3.64834 3.98101 -5.82251 0.3 0.0 0.3
O -8.60005 -0.12548 -2.27698 2.4 3.5 -1.4
O -4.43853 1.11227 0.19132 2.2 -0.8 -3.4
O -2.61898 -3.08144 3.84014 -3.0 2.4 -3.0
O 5.33255 0.22315 0.93482 0.1 -0.1 -0.5
N 0.45871 2.68318 -0.90794 -0.1 0.4 1.7
N -3.15939 1.88613 -1.74083 -0.4 -1.0 1.1
C 2.62275 -5.21627 7.91332 0.5 0.1 0.1
C -6.13235 0.93115 -3.10726 -0.2 0.1 -1.5
C 0.84994 3.23120 0.45176 -0.5 0.5 0.4
C -2.01849 -4.77040 7.84426 -0.6 0.5 0.0
C -1.03219 2.61258 -0.86523 -0.2 0.3 -0.8
C 3.71162 2.38222 -3.71730 -0.3 -0.5 0.2
C -4.54336 -2.22116 0.10086 1.1 -1.4 -0.3
C 4.46389 4.19206 -4.95780 0.0 0.3 0.0
C 6.39760 0.83998 3.03708 0.2 0.2 -0.2
C -0.69927 -0.89948 -2.59830 -2.2 0.7 -1.4
C -3.31850 -2.35454 3.08798 2.5 -1.4 2.5
C 6.92738 0.83712 -2.09625 0.4 0.1 -0.5
C -1.62153 0.01287 -1.61721 2.7 0.5 -0.2
C 4.04963 7.05240 -5.88042 -0.3 -0.1 0.2
C 5.24916 6.13511 -6.01837 -0.1 0.5 -0.4
C -4.19912 -3.37328 1.20148 0.0 0.9 -0.6
C -3.72689 0.87539 -0.80272 -0.1 1.1 0.8
C 1.71074 -2.06189 -0.45173 -0.7 0.5 0.2
C -1.68411 1.60553 -1.92878 -0.8 0.9 0.3
C -3.16098 -0.47893 -1.43625 1.3 0.9 0.9
C 0.32115 -4.93816 7.97616 -0.3 0.0 -0.2
C -3.14453 -1.82777 -0.58657 -1.0 -0.5 -0.5
C 6.35634 0.21884 0.06727 0.0 0.1 0.2
C 5.64371 -0.22307 2.26197 0.1 -0.1 0.6
C -2.75951 -0.87426 2.75972 -1.7 -0.2 -1.2
C -3.90982 -0.58550 -2.85072 -0.1 -1.1 -0.3
C -5.51139 -0.51069 -2.77380 -0.6 -0.5 -0.2
C -2.18050 -3.74305 6.74055 0.3 0.0 -0.1
C 1.10021 -2.33972 -1.93300 1.4 -1.3 1.1
H -6.47213 0.91826 -4.20433 0.4 0.3 1.6
H -3.57046 0.17312 -3.62940 -0.2 -0.8 1.3
H -5.43110 1.81172 -2.94187 -1.1 -1.2 0.1
H -3.07953 -3.60212 1.25600 -1.5 0.2 -0.5
H 0.78113 3.39220 -1.57892 -0.5 -0.5 0.2
H -3.47166 -0.45464 1.95903 1.2 -0.3 1.3
H -1.21856 1.94284 -2.92114 -1.2 -0.8 0.9
H 2.71303 2.77991 -3.51738 0.1 -0.1 -0.2
H 6.55477 0.52497 4.07050 -0.1 0.0 -0.1
H -5.96233 -0.86180 -1.78810 0.9 0.4 -1.2
H 2.81623 -4.45166 7.15629 -0.1 0.0 0.2
H 3.11322 6.49266 -5.93365 0.1 0.0 -0.1
H 5.24209 5.59713 -6.97063 -0.1 -0.1 0.2
H -1.37442 -3.00629 6.76201 -0.1 0.0 0.1
H -2.81279 -0.18556 3.67432 0.2 -1.3 -1.2
H -9.35351 2.56262 -1.94099 0.8 -0.6 -0.1
H 0.14723 0.15881 -0.64673 -0.9 0.1 -0.1
H -2.33789 -1.88326 0.21246 -0.9 0.7 -1.2
H 0.10751 4.07909 0.71950 1.2 -1.1 -0.2
H 4.68865 -0.42051 2.75467 0.0 0.1 -0.3
H -5.17330 -2.74920 -0.69606 0.5 1.1 1.1
H -3.39725 2.86238 -1.52692 0.2 -0.7 0.2
H 6.44659 1.10447 -3.03778 -0.2 0.0 0.2
H 6.19194 -1.16898 2.23081 0.0 0.2 -0.2
H -2.90457 -2.67649 -1.33394 -0.2 1.3 1.1
H 4.01576 1.77209 -2.86579 0.2 0.3 0.0
H 7.37326 1.04132 2.58931 -0.1 -0.1 0.0
H 2.51964 -2.82662 -0.19808 -0.9 1.3 -0.5
H -1.42158 3.66843 -1.14543 0.2 -1.5 0.4
H 0.89984 -2.17824 0.36153 1.1 0.0 -1.5
H 0.71489 2.42060 1.25597 0.4 1.2 -1.3
H -2.85671 -5.47060 7.81169 0.3 -0.2 0.0
H -4.72551 -4.35439 0.96361 0.4 1.4 0.8
H -5.05487 -1.32592 0.57895 0.5 -1.3 -0.6
H 7.60973 1.64377 -1.81645 0.0 -0.2 0.0
H 1.32409 -3.45384 -2.13630 -0.7 1.7 0.2
H 5.84521 1.78314 3.03174 -0.1 -0.1 0.1
H 0.17167 -0.26768 -2.97419 -0.8 -0.9 0.8
H -1.70876 -0.90349 2.29886 -1.5 -0.2 1.0
H 2.72452 -4.79644 8.91736 -0.1 0.1 -0.2
H -3.63709 -1.62228 -3.28077 -0.5 1.5 0.7
H -1.34147 -1.14062 -3.52942 1.0 0.3 1.2
H 1.68600 -1.76399 -2.73328 -1.1 -0.6 1.1
H -5.90916 -1.23458 -3.57819 0.5 1.2 1.3
H 4.06255 7.55806 -4.91150 0.1 0.1 -0.1
H 4.04452 7.80244 -6.67371 0.1 0.0 0.1
H 1.89471 3.68240 0.45794 -1.3 -0.9 0.0
H -3.12967 -3.21336 6.84275 0.0 -0.1 0.0
H -1.42195 2.39512 0.18598 0.7 0.1 -1.5
H 6.16459 6.73090 -5.99192 0.0 -0.3 0.2
H -2.14456 -4.22265 5.76133 -0.2 0.0 0.2
H 2.08541 -0.97485 -0.34057 -0.3 -1.8 -0.2
H 3.70092 1.74623 -4.60645 -0.1 0.2 0.0
H 7.47710 -0.09568 -2.24559 0.0 0.2 0.2
H -2.02391 -4.30729 8.83546 0.2 0.0 -0.1
H 3.36099 -6.01046 7.79801 -0.3 -0.1 -0.1
```
Forces are in eV/Å.

Output
highest occupied orbital energy = -0.354 hartree
HOMO-LUMO gap = 0.3609 Eh
SMILES = CCOC[C@@]1(O)[C@H](CNC)NC(=O)[C@@]1(CCCOC(C)=O)CCCS(=O)(=O)O.CCOC(=O)OC.CCOC(=O)OC.CCOC(=O)OC
LUMO energy = 0.179 eV
multiplicity = 1

Atom charges from the Mulliken analysis, given in e for atoms 1 to 99: S 1.0823; O -0.4884; O -0.4735; O -0.5542; O -0.3389; O -0.5693; O -0.3673; O -0.4143; O -0.1700; O -0.2593; O -0.2909; O -0.5711; O -0.3369; O -0.5554; O -0.6169; O -0.6191; O -0.5394; O -0.2212; N -0.1133; N -0.0971; C -0.6254; C -0.6572; C -0.8277; C -0.2799; C -1.1809; C -0.5904; C -0.3676; C 0.7255; C -1.1147; C -0.9632; C 0.5099; C -0.6777; C -0.1879; C -1.0948; C -0.1655; C -0.8020; C -0.6628; C -0.6730; C 0.0639; C 2.2762; C 0.7770; C -0.7567; C 0.5826; C -0.2267; C -0.2162; C -0.8943; C -0.8887; C -1.0403; C -0.2720; H 0.4603; H 0.3168; H 0.3184; H 0.3503; H 0.2686; H 0.0030; H 0.2260; H 0.2902; H 0.3665; H 0.2670; H 0.2827; H 0.3115; H 0.3074; H 0.2951; H 0.4466; H 0.3847; H 0.1003; H 0.1732; H 0.3132; H 0.2949; H 0.3788; H 0.4507; H 0.1723; H 0.3231; H 0.3375; H 0.1355; H 0.3114; H 0.3567; H 0.3596; H 0.1179; H 0.2135; H 0.3010; H 0.3550; H 0.3547; H 0.3181; H 0.3066; H 0.2836; H 0.4238; H -0.0166; H 0.2857; H 0.5862; H 0.1888; H 0.2488; H 0.3938; H 0.2902; H 0.3558; H 0.3268; H 0.3834; H 0.4483; H 0.2887

***

This record from the Open Molecules 2025 dataset describes a structure of composition C41H55As3PdS2Si3. The level of theory is wB97M-V/def2-TZVPD.

The geometry in XYZ format:
```
105
Properties=species:S:1:pos:R:3:forces:R:3
Pd 0.40901 0.08975 -0.12930 0.0 0.3 -0.1
As 0.64112 2.86576 0.03736 0.0 0.0 0.0
As 0.23833 -2.52146 -0.30208 0.0 -0.2 0.0
As -1.96147 1.07669 -0.85804 -0.1 -0.1 -0.2
S 2.01475 0.13564 1.59005 0.1 -0.1 0.1
S 2.17870 0.38011 -1.65817 -0.1 -0.1 0.0
Si -1.78808 -3.31785 -1.28844 0.0 0.0 0.0
Si 1.98539 -3.61577 -1.50875 0.0 0.0 0.0
Si 0.36385 -3.46997 1.89057 0.0 0.0 0.0
C -4.64008 0.03446 -1.29029 0.0 0.0 0.0
C -3.68694 1.58883 3.49498 0.0 0.0 0.0
C -3.64239 2.31153 1.19909 0.0 0.0 0.0
C 3.64717 -2.92488 -0.99589 0.0 0.0 0.0
C -0.91152 3.91186 3.76885 0.0 0.0 0.0
C -0.63783 5.13534 1.28461 0.0 0.0 0.0
C 1.92274 -5.43783 -1.11939 0.0 0.0 0.0
C 4.18349 4.45702 -1.55693 0.0 0.0 0.0
C -1.69929 -5.15495 -1.58460 0.0 0.0 0.0
C -0.59394 -2.40084 3.08609 0.0 0.0 0.0
C 2.16983 -3.53104 2.36571 0.0 0.0 0.0
C -2.26957 0.47203 1.91605 0.0 0.0 0.0
C -4.50449 0.20276 -4.06319 0.0 0.0 0.0
C -0.31974 3.39776 -1.57345 0.0 -0.1 0.0
C -3.10924 -2.89221 -0.04196 0.0 0.0 0.0
C -2.70295 1.32578 0.90832 0.0 0.0 0.0
C 4.94852 4.69719 -0.42337 0.0 0.0 0.0
C 3.15878 3.88609 0.96242 0.0 0.0 0.0
C -5.71587 -0.37553 -2.06751 0.0 0.0 0.0
C -3.49410 0.52694 -1.90294 0.0 -0.1 0.0
C 5.94508 0.98961 -0.48651 0.0 0.0 0.0
C -5.64873 -0.29274 -3.45071 0.0 0.0 0.0
C -1.98042 -2.42937 -2.91772 0.0 0.0 0.0
C -1.76323 2.92374 -1.51749 0.0 0.1 0.1
C 4.43563 4.41289 0.83566 0.0 0.0 0.0
C 2.38781 3.65036 -0.17351 0.0 0.0 0.0
C -1.23572 5.81763 2.33297 0.0 0.0 0.0
C 3.56017 0.55549 -0.64968 0.0 0.0 0.0
C -2.75544 0.60167 3.21023 0.0 0.0 0.0
C -0.32241 3.22041 2.72010 0.0 0.0 0.0
C -3.42740 0.60736 -3.29130 0.0 0.0 0.0
C 5.88698 0.84517 0.87871 0.0 0.0 0.0
C -4.13041 2.44081 2.48998 0.0 0.0 0.0
C 4.78158 0.84053 -1.25578 0.0 0.0 0.0
C 3.49776 0.42728 0.75910 0.0 0.0 0.0
C 1.66860 -3.27607 -3.31317 0.0 0.0 0.0
C 2.90516 3.93008 -1.43571 0.0 0.0 0.0
C 4.66005 0.56762 1.50614 0.0 0.0 0.0
C -1.37040 5.20622 3.57374 0.0 0.0 0.0
C -0.18689 3.83217 1.48027 0.0 0.0 0.0
C -0.39672 -5.16999 1.87006 0.0 0.0 0.0
H -1.58804 6.82958 2.18446 0.0 0.0 0.0
H 2.65027 -2.55454 2.27731 0.0 0.0 0.0
H -3.06885 -1.84063 0.24479 0.0 0.0 0.0
H 6.77985 0.94658 1.48029 0.0 0.0 0.0
H -1.51402 -1.44420 -2.91406 0.0 0.0 0.0
H 1.59630 -2.20492 -3.51468 0.0 0.0 0.0
H 4.61386 0.46701 2.58312 0.0 0.0 0.0
H 2.75443 3.68307 1.94882 0.0 0.0 0.0
H -6.61108 -0.75044 -1.58904 0.0 0.0 0.0
H 0.93887 -5.87542 -1.28707 0.0 0.0 0.0
H -1.64394 -2.31451 2.79882 0.0 0.0 0.0
H -2.35435 3.56022 -0.85830 0.0 0.0 0.0
H -4.07756 1.69137 4.49889 0.0 0.0 0.0
H -0.52284 5.62658 0.32567 0.0 0.0 0.0
H -4.10214 -3.08682 -0.45424 0.0 0.0 0.0
H -1.53594 -3.01154 -3.72597 0.0 0.0 0.0
H -4.01324 2.97104 0.42365 0.0 0.0 0.0
H -2.22042 2.95570 -2.50487 0.0 0.0 0.0
H 2.22073 -5.64249 -0.08988 0.0 0.0 0.0
H -4.70893 -0.01834 -0.21079 0.0 0.0 0.0
H -1.47136 -5.11910 1.68178 0.0 0.0 0.0
H 4.82516 0.94896 -2.33227 0.0 0.0 0.0
H 3.89437 -2.01817 -1.55031 0.0 0.0 0.0
H -3.00068 -3.49451 0.86350 0.0 0.0 0.0
H 6.88282 1.21060 -0.97722 0.0 0.0 0.0
H 5.93977 5.11979 -0.52044 0.0 0.0 0.0
H 5.02474 4.61533 1.72065 0.0 0.0 0.0
H -6.48978 -0.60869 -4.05315 0.0 0.0 0.0
H 0.01487 2.20068 2.86938 0.0 0.0 0.0
H 4.41134 -3.66862 -1.23834 0.0 0.0 0.0
H 4.57608 4.69305 -2.53730 0.0 0.0 0.0
H 0.20625 2.92970 -2.40778 0.0 0.0 0.0
H -4.86133 3.20659 2.71328 0.0 0.0 0.0
H -0.94700 -5.40043 -2.33638 0.0 0.0 0.0
H -4.45177 0.27180 -5.14149 0.0 0.0 0.0
H 2.72862 -4.23962 1.75243 0.0 0.0 0.0
H -3.04016 -2.29133 -3.14798 0.0 0.0 0.0
H -1.49602 -5.73303 -0.68352 0.0 0.0 0.0
H -0.26018 -5.62128 2.85696 0.0 0.0 0.0
H -2.41762 -0.07144 3.98797 0.0 0.0 0.0
H -2.66538 -5.48383 -1.97888 0.0 0.0 0.0
H 3.71721 -2.71692 0.07363 0.0 0.0 0.0
H 0.05350 -5.83650 1.13524 0.0 0.0 0.0
H 2.63088 -5.95676 -1.77146 0.0 0.0 0.0
H -0.17816 -1.39764 3.20178 0.0 0.0 0.0
H -1.01626 3.43721 4.73549 0.0 0.0 0.0
H -1.83049 5.74481 4.39148 0.0 0.0 0.0
H -0.56086 -2.88126 4.06809 0.0 0.0 0.0
H 2.32279 3.75354 -2.33111 0.0 0.0 0.0
H 2.26347 -3.85002 3.40679 0.0 0.0 0.0
H 2.49391 -3.67332 -3.90969 0.0 0.0 0.0
H -0.25193 4.47835 -1.70330 0.0 0.0 0.0
H -2.53329 0.97493 -3.78424 0.0 0.0 0.0
H 0.75138 -3.74886 -3.66555 0.0 0.0 0.0
H -1.55304 -0.31536 1.68988 0.0 0.0 0.0
```
Forces are in eV/Å.

Output
highest occupied orbital energy (spin up / spin down) = -0.443 / -0.494 hartree
HOMO-LUMO gap (spin up / spin down) = 0.2685 / 0.1724 Eh
<S²> = 6.033
total charge = +2
LUMO energy (spin up / spin down) = -4.748 / -8.740 eV
ΔE to the lowest compared entry with this formula, charge and spin = 3.95 kcal per mole
multiplicity = 5

Atom charges from the Mulliken analysis, given in e for atoms 1 to 99: Pd 1.4893; As 0.6257; As 0.5498; As 1.1799; S -0.4971; S -0.1575; Si 0.0255; Si 0.1059; Si 0.0925; C -0.5311; C -0.7898; C -0.4364; C -0.7700; C -0.6405; C -0.5562; C -0.9532; C -0.7699; C -1.0673; C -0.8199; C -0.7073; C 0.2428; C -0.8460; C -0.8589; C -0.5095; C 0.6612; C -0.5526; C -0.5978; C -0.7767; C 0.6935; C -0.8477; C -0.5721; C -0.7336; C -1.7456; C -0.7569; C 0.5943; C -0.7430; C 0.9022; C -0.4518; C -0.0190; C -0.3226; C -0.6637; C -0.9373; C -0.8338; C 0.4775; C -0.9715; C -0.4285; C -0.6270; C -0.6460; C 0.1354; C -1.0911; H 0.4579; H 0.0508; H -0.2507; H 0.4825; H 0.0023; H 0.2277; H 0.5559; H 0.3861; H 0.4560; H 0.2419; H 0.1883; H 0.3537; H 0.4239; H 0.3663; H 0.4682; H 0.4938; H 0.5406; H 0.8021; H 0.2699; H 0.3951; H 0.2846; H 0.5501; H 0.1388; H 0.3370; H 0.4882; H 0.4574; H 0.4619; H 0.4180; H 0.1829; H 0.5447; H 0.4710; H 0.5931; H 0.4526; H 0.2793; H 0.4327; H 0.2344; H 0.3226; H 0.3102; H 0.4437; H 0.4435; H 0.4359; H 0.1740; H 0.3220; H 0.4174; H 0.1079; H 0.4746; H 0.4360; H 0.6090; H 0.2988

***

This record from the Open Molecules 2025 dataset describes an isolated molecule of C4H4O3. The level of theory is wB97M-V/def2-TZVPD.

The geometry in XYZ format:
```
11
Properties=species:S:1:pos:R:3:forces:R:3
O -1.09681 -1.17185 -0.48479 1.2 -0.3 -1.0
O -1.32706 1.44473 0.90911 0.0 0.6 -0.4
O 1.37445 1.52184 -0.60241 0.5 -0.2 0.0
C -0.77142 1.12678 -0.11359 -1.2 0.1 1.2
C -0.42678 -1.32145 0.75206 0.5 0.0 0.1
C 1.43805 0.31542 -0.67478 -0.9 0.9 0.3
C -0.09410 -0.20295 -0.15451 1.3 0.1 -0.5
H -0.88424 1.67318 -1.07204 0.0 -0.2 0.3
H 0.33884 -2.09781 0.70831 -0.2 -0.1 0.3
H -1.04868 -1.29772 1.65562 0.4 0.5 -0.4
H 2.49774 0.00984 -0.92297 -1.3 -1.3 0.1
```
Forces are in eV/Å.

Output
highest occupied orbital energy = -0.351 hartree
HOMO-LUMO gap = 0.3571 Eh
SMILES = O=CC1(C=O)CO1
LUMO energy = 0.155 eV
ΔE to the lowest compared entry with this formula, charge and spin = 90.64 kcal per mole
multiplicity = 1

For each atom in turn, the Mulliken charge in e is: O -0.4280; O -0.5021; O -0.4062; C -0.0642; C -0.4310; C -0.0640; C 0.6923; H 0.3350; H 0.2543; H 0.2378; H 0.3761